(1)
{
  "formula": "C3H11N2O2",
  "method": "ωB97M-V/def2-TZVPD",
  "species": ["N", "C", "C", "N", "C", "O", "H", "H", "H", "H", "H", "H", "H", "H", "H", "H", "H", "O"],
  "positions_angstrom": [[2.23100, -0.51526, -1.19975], [1.60368, -0.06184, -0.03711], [0.14726, 0.49578, -0.37867], [-0.56904, 0.75010, 0.84406], [-1.85505, 1.40395, 0.63370], [-0.45140, -0.39805, -1.12357], [1.55445, -0.85164, -1.88274], [0.27186, 1.46427, -0.88777], [2.95145, 0.05963, -1.62049], [2.20218, 0.69922, 0.46371], [1.42594, -0.88127, 0.67354], [-0.69015, -0.15331, 1.32331], [-2.47531, 0.80881, -0.05142], [-2.39209, 1.49686, 1.57562], [-1.68992, 2.40723, 0.24112], [-0.93533, -2.98556, 0.73266], [-0.67671, -1.66680, -0.10002], [-0.65280, -2.07212, 0.79382]],
  "nbo_charge": [-0.574, -0.202, 0.213, -0.397, -0.444, -0.416, 0.418, 0.273, 0.412, 0.251, 0.302, 0.424, 0.251, 0.248, 0.230, 0.506, 0.476, -0.972],
  "homo_energy_ha": -0.54076,
  "relative_energy_kcal_mol": 158.6,
  "total_charge": 1,
  "lumo_ev": -9.011
}

---

(2)
{
  "formula": "C5H6N2",
  "method": "ωB97M-V/def2-TZVPD",
  "species": ["N", "C", "C", "C", "C", "C", "N", "H", "H", "H", "H", "H", "H"],
  "positions_angstrom": [[-0.60602, -1.82398, 2.30619], [-0.89681, -1.00050, 1.54553], [-1.26931, 0.02745, 0.59375], [-0.20627, 0.68068, -0.22963], [1.28236, 0.29095, -0.07442], [1.37107, -0.39695, -1.38882], [-1.19537, -0.23330, -0.83314], [-2.12567, 0.62461, 0.89843], [-0.37476, 1.72115, -0.50215], [1.84919, 1.22322, 0.06734], [1.43349, -0.37790, 0.78155], [1.51132, 0.40534, -2.14467], [-0.77322, -1.14079, -1.01996]],
  "nbo_charge": [-0.292, 0.253, -0.193, -0.041, -0.585, -0.011, -0.537, 0.246, 0.223, 0.223, 0.227, 0.097, 0.389],
  "homo_energy_ha": -0.33895,
  "relative_energy_kcal_mol": 129.0,
  "total_charge": 0,
  "lumo_ev": -0.619
}

---

(3)
{
  "formula": "C4H2O2",
  "method": "ωB97M-V/def2-TZVPD",
  "species": ["O", "C", "C", "C", "C", "O", "H", "H"],
  "positions_angstrom": [[0.83466, -0.99720, 1.63674], [1.05764, -0.08359, 0.88295], [0.50574, 1.39983, -0.90691], [0.14435, 0.32821, -0.23693], [-1.17215, -0.26473, -0.66150], [-1.67523, 0.04867, -1.71346], [1.97384, 0.52908, 0.96271], [-1.66885, -0.96027, 0.03640]],
  "nbo_charge": [-0.485, 0.433, 0.452, -0.650, 0.430, -0.480, 0.140, 0.159],
  "homo_energy_ha": -0.39503,
  "relative_energy_kcal_mol": 53.3,
  "total_charge": 0,
  "lumo_ev": -1.621
}

---

(4)
{
  "formula": "C3H17N2O5",
  "method": "ωB97M-V/def2-TZVPD",
  "species": ["C", "C", "C", "N", "O", "N", "H", "H", "H", "H", "H", "H", "H", "H", "H", "H", "H", "O", "H", "H", "O", "H", "H", "O", "H", "H", "O"],
  "positions_angstrom": [[1.22007, -0.89877, -0.82767], [0.36927, -1.96729, -0.24916], [-1.13089, -1.77775, -0.54183], [-1.98137, -2.69069, -0.07827], [-1.64351, -0.74869, -0.87439], [0.60857, 0.45657, -0.37379], [1.21214, -1.02377, -2.03749], [2.28066, -0.88472, -0.60856], [0.52019, -3.03745, -0.55385], [0.45605, -1.96535, 0.79895], [-1.60325, -3.60976, -0.04024], [-2.87630, -2.70912, -0.41452], [0.48782, 0.37043, 0.62748], [-0.34722, 0.69165, -0.89554], [1.20216, 1.29501, -0.58944], [-2.16898, 0.30747, 2.33729], [-1.47645, 1.69941, 2.25925], [-1.93912, 1.12548, 2.78007], [-0.80513, 1.73681, -3.45513], [-1.45978, 2.22164, -2.25293], [-0.56405, 1.88684, -2.49019], [1.37149, 0.32223, 3.48208], [-0.00149, 1.01277, 3.27504], [0.65576, 0.47646, 2.89774], [2.11646, 3.27987, -0.44289], [3.20455, 2.04906, -0.94340], [2.29235, 2.38168, -0.78861]],
  "nbo_charge": [-0.215, -0.543, 0.685, -0.772, -0.635, -0.769, 0.234, 0.233, 0.255, 0.250, 0.376, 0.405, 0.431, 0.501, 0.461, 0.488, 0.460, -0.936, 0.494, 0.482, -0.956, 0.487, 0.496, -0.986, 0.527, 0.522, -0.978],
  "homo_energy_ha": -0.49991,
  "relative_energy_kcal_mol": 28.1,
  "total_charge": 1,
  "lumo_ev": -2.750
}

---

(5)
{
  "formula": "CH6N2O2",
  "method": "ωB97M-V/def2-TZVPD",
  "species": ["N", "C", "N", "O", "H", "H", "H", "H", "H", "H", "O"],
  "positions_angstrom": [[1.18542, 0.15082, -1.29361], [-0.05367, -0.17004, -0.75852], [-0.87209, -0.71227, -1.78912], [-0.42274, 0.05839, 0.36230], [1.54000, -0.45815, -2.01106], [1.86707, 0.36105, -0.57086], [-1.12804, 0.04417, -2.40624], [-1.52825, -1.45394, -1.61597], [0.08874, -0.30976, 3.08795], [-0.63238, 1.07276, 2.73841], [0.19638, 0.64575, 3.01237]],
  "nbo_charge": [-0.839, 0.786, -0.930, -0.601, 0.395, 0.394, 0.393, 0.399, 0.473, 0.480, -0.951],
  "homo_energy_ha": -0.35866,
  "relative_energy_kcal_mol": 22.8,
  "total_charge": 0,
  "lumo_ev": 0.774
}

---

(6)
{
  "formula": "C28H31BF4O5PtS4",
  "method": "ωB97M-V/def2-TZVPD",
  "species": ["Pt", "C", "C", "S", "C", "C", "S", "C", "C", "S", "H", "H", "H", "H", "H", "H", "H", "H", "H", "H", "H", "H", "O", "C", "O", "C", "C", "C", "C", "O", "C", "O", "C", "C", "H", "H", "H", "H", "H", "O", "S", "C", "C", "C", "C", "C", "C", "C", "C", "C", "C", "C", "C", "C", "C", "H", "H", "H", "H", "H", "H", "H", "H", "H", "H", "H", "H", "H", "H", "F", "B", "F", "F", "F"],
  "positions_angstrom": [[-0.31767, -1.13189, 1.25593], [1.53998, -2.67355, 3.68732], [0.89648, -1.63001, 4.53584], [0.30064, -0.17522, 3.57755], [-1.41392, -0.05945, 4.19684], [-2.32839, -1.21317, 3.83522], [-2.27699, -1.77711, 2.06103], [-2.20425, -3.58507, 2.39310], [-0.82634, -4.12407, 2.56143], [0.60439, -3.02989, 2.11033], [1.65000, -3.66751, 4.18873], [2.49259, -2.37715, 3.24694], [1.71511, -1.20935, 5.16879], [0.07921, -2.05372, 5.18416], [-1.80280, 0.94103, 3.78800], [-1.30307, 0.01882, 5.27169], [-3.37806, -0.88043, 3.90758], [-2.15902, -2.12312, 4.44778], [-2.70700, -3.98267, 1.51011], [-2.84310, -3.73124, 3.26273], [-0.62452, -4.93431, 1.86518], [-0.66605, -4.50349, 3.59252], [2.64310, -1.40180, 0.92180], [2.37098, -0.22530, 0.68549], [1.14431, 0.26511, 0.71017], [3.40546, 0.80462, 0.36323], [2.92806, 2.14107, 0.46827], [3.65593, 3.23964, 0.09851], [4.91182, 2.93723, -0.38590], [5.88060, 3.80066, -0.76874], [6.96831, 3.00782, -1.32375], [6.65595, 1.63578, -1.08858], [5.43194, 1.63347, -0.43760], [4.71983, 0.50725, -0.04164], [1.92815, 2.24495, 0.89243], [3.24145, 4.24539, 0.16612], [7.90530, 3.25817, -0.78757], [7.08048, 3.23663, -2.40453], [5.16187, -0.49089, 0.06195], [-1.15808, 0.05098, -0.26669], [-1.63231, -0.80968, -1.47178], [-0.19651, -1.00704, -2.64795], [0.40139, 0.22801, -3.29909], [0.35882, 0.37555, -4.71691], [0.79745, 1.57026, -5.31025], [1.28282, 2.60049, -4.47409], [1.32756, 2.43249, -3.10438], [0.90750, 1.25500, -2.50802], [-2.71372, 0.37969, -2.41963], [-3.61754, 1.23715, -1.55062], [-3.29627, 2.59051, -1.33522], [-4.01063, 3.33370, -0.42180], [-5.08102, 2.78284, 0.30067], [-5.42118, 1.45132, 0.02820], [-4.71901, 0.68767, -0.89200], [-0.48237, -1.80133, -3.39455], [0.53827, -1.43154, -1.93601], [-0.06114, -0.44217, -5.31018], [0.76345, 1.71003, -6.38984], [1.65271, 3.51454, -4.92260], [1.67811, 3.20894, -2.42689], [0.93632, 1.12955, -1.44885], [-3.25893, -0.31681, -3.08976], [-2.07211, 0.99393, -3.09198], [-2.44134, 3.03316, -1.81500], [-3.65526, 4.34151, -0.16170], [-5.62660, 3.37224, 1.01236], [-6.19424, 0.92634, 0.59279], [-4.94321, -0.33908, -1.08423], [-3.04045, -3.12038, -0.47016], [-2.09721, -4.06322, -1.07163], [-0.79086, -3.38991, -0.94779], [-2.17903, -5.23809, -0.32268], [-2.41614, -4.18393, -2.41025]],
  "lowdin_spin": [1.104, 0.019, 0.021, 0.257, 0.019, 0.019, 0.130, 0.010, 0.018, 0.205, 0.005, 0.001, 0.005, 0.000, 0.000, 0.005, 0.004, 0.000, 0.000, 0.002, 0.003, 0.001, 0.024, 0.016, 0.099, 0.140, 0.118, 0.007, 0.157, 0.174, 0.013, 0.161, 0.166, -0.012, 0.003, -0.002, 0.014, 0.015, -0.003, 0.470, 0.293, 0.040, 0.013, 0.015, 0.000, 0.018, 0.003, 0.012, 0.052, 0.013, 0.015, 0.002, 0.027, 0.000, 0.016, -0.001, 0.000, 0.001, 0.000, 0.001, 0.000, 0.004, 0.000, 0.010, 0.001, 0.000, 0.001, 0.000, 0.001, 0.032, 0.004, 0.036, 0.001, 0.001],
  "homo_energy_ha": [-0.43880, -0.51144],
  "spin_multiplicity": 5,
  "relative_energy_kcal_mol": 0.0,
  "s_squared": 6.03,
  "total_charge": 2,
  "lumo_ev": [-5.686, -9.608]
}